No. 1
Density functional theory data (ωB97M-V/def2-TZVPD) for 2 unconnected molecules or ions with the total composition C9H12S2.

- net charge = 0
- LUMO energy (spin up / spin down) (eV) = 0.19 / -0.33
- HOMO level (spin up / spin down) (eV) = -6.88 / -7.56
- multiplicity = 1

Geometry as XYZ:
```
23
Properties=species:S:1:pos:R:3:lowdin_charge:R:1
C 2.766 -0.376 -0.976 -0.091
C 2.348 -1.384 -0.140 -0.087
C 1.830 0.520 -1.504 -0.093
C 1.020 -1.662 0.006 -0.057
C 0.471 0.219 -1.454 -0.066
C 0.114 -0.932 -0.733 -0.400
C -3.294 0.606 0.902 -0.236
C -1.158 -1.455 -0.772 -0.481
C -2.283 -0.329 1.480 -0.587
S -2.387 -0.953 -1.886 0.791
S -0.855 0.381 2.298 0.661
H 3.840 -0.055 -1.102 0.120
H 3.044 -1.916 0.390 0.080
H 2.128 1.488 -2.002 0.121
H 0.697 -2.435 0.707 0.130
H -0.091 0.813 -2.172 0.103
H -2.744 1.421 0.505 0.044
H -3.863 0.119 0.075 0.028
H -4.138 0.909 1.605 0.096
H -1.391 -2.231 -0.178 0.024
H -2.532 -1.381 1.972 0.093
H -3.167 -2.082 -2.044 -0.095
H -0.158 1.017 1.235 -0.097
```

No. 2
Density functional theory data (ωB97M-V/def2-TZVPD) for 2 unconnected molecules or ions with the total composition C9H13BS2.

- SMILES string = c1ccc(C2SCCS2)cc1.B
- net charge = 0
- LUMO energy (eV) = -0.82
- HOMO level (eV) = -8.52
- multiplicity = 1

Geometry as XYZ:
```
25
Properties=species:S:1:pos:R:3:lowdin_charge:R:1
C 0.055 0.687 3.754 -0.085
C -1.004 -0.134 3.342 -0.081
C -1.186 -0.388 2.003 -0.093
C -0.324 0.125 1.030 -0.286
C -0.299 -0.719 -0.226 -0.800
S 0.479 0.067 -1.697 0.855
C -1.003 0.474 -2.731 -0.477
C -2.226 -0.277 -2.204 -0.528
S -1.841 -1.405 -0.849 0.854
C 0.697 1.024 1.432 -0.045
C 0.839 1.319 2.788 -0.088
H 0.286 0.778 4.803 0.096
H -1.614 -0.629 4.071 0.097
H -2.003 -1.060 1.682 0.084
H -0.180 -1.774 0.119 0.065
H -1.240 1.552 -2.751 0.077
H -0.820 0.161 -3.776 0.076
H -2.951 0.387 -1.700 0.066
H -2.747 -0.913 -2.957 0.080
H 1.365 1.484 0.697 0.096
H 1.620 1.986 3.115 0.097
B 3.758 -0.555 -2.711 0.057
H 3.449 0.334 -1.896 -0.056
H 4.193 -1.598 -2.031 -0.007
H 2.696 -0.926 -3.306 -0.053
```

No. 3
Density functional theory data (ωB97M-V/def2-TZVPD) for C9H13Br in the gas phase.

- SMILES string = BrC1=C2CCCCCC[C@@H]12
- net charge = 0
- LUMO energy (eV) = 0.84
- HOMO level (eV) = -8.49
- multiplicity = 1

Geometry as XYZ:
```
23
Properties=species:S:1:pos:R:3:lowdin_charge:R:1
Br 4.210 0.066 -0.020 0.737
C 2.414 0.144 0.424 -0.660
C 1.280 0.846 0.356 -0.156
C 0.537 2.058 0.184 -0.119
C -0.969 1.876 -0.367 -0.160
C -1.543 0.532 0.010 -0.198
C -1.134 -0.628 -0.949 -0.209
C -0.768 -1.770 -0.079 -0.269
C 0.711 -1.786 0.223 -0.222
C 1.271 -0.581 0.939 -0.274
H 0.531 2.549 1.192 0.139
H 0.905 2.722 -0.606 0.115
H -1.590 2.535 0.208 0.097
H -0.939 2.146 -1.362 0.080
H -1.258 0.344 1.008 0.095
H -2.613 0.485 -0.069 0.106
H -1.921 -0.974 -1.705 0.134
H -0.163 -0.542 -1.471 0.115
H -1.476 -1.881 0.749 0.113
H -0.841 -2.714 -0.771 0.139
H 1.064 -2.749 0.762 0.142
H 1.232 -1.882 -0.722 0.104
H 1.059 -0.797 2.066 0.152
```

No. 4
Density functional theory data (ωB97M-V/def2-TZVPD) for a molecular structure, C9H13Br3O6.

- net charge = 0
- LUMO energy (eV) = -0.04
- HOMO level (eV) = -10.16
- multiplicity = 1

Geometry as XYZ:
```
31
Properties=species:S:1:pos:R:3:lowdin_charge:R:1
C 0.687 -2.999 3.081 -0.013
C -0.005 -2.434 4.311 -0.320
C 0.158 -0.934 4.577 -0.115
O -1.172 -0.522 4.915 0.038
C -2.048 -1.540 4.724 -0.588
O -3.205 -1.485 4.985 0.165
O -1.418 -2.598 4.218 0.085
H 0.446 -4.061 3.065 0.087
H 1.755 -2.802 3.167 0.090
H 0.295 -2.558 2.165 0.084
H 0.257 -3.020 5.204 0.155
H 0.482 -0.445 3.655 0.033
H 0.884 -0.682 5.347 0.135
C 0.805 2.808 -4.936 -0.024
C -0.273 1.848 -4.478 -0.333
C -0.228 0.487 -5.201 -0.075
O -0.337 -0.452 -4.126 0.076
C -0.386 0.195 -2.947 -0.567
O -0.545 -0.348 -1.908 0.155
O -0.197 1.521 -3.108 0.068
H 0.767 2.923 -6.022 0.091
H 1.812 2.416 -4.759 0.093
H 0.756 3.782 -4.455 0.085
H -1.267 2.269 -4.673 0.154
H 0.750 0.396 -5.678 0.129
H -1.043 0.364 -5.905 0.133
C 0.478 1.439 0.842 -1.518
Br 0.195 3.236 0.055 0.534
Br -1.158 0.729 1.615 0.646
Br 1.876 1.672 2.199 0.553
H 0.879 0.797 0.072 -0.037
```

No. 5
Density functional theory data (ωB97M-V/def2-TZVPD) for a molecular structure, C9H13Cl2NO4RuS2.

- net charge = +1
- LUMO energy (spin up / spin down) (eV) = -4.76 / -5.20
- HOMO level (spin up / spin down) (eV) = -12.42 / -12.30
- multiplicity = 2

Geometry as XYZ:
```
32
Properties=species:S:1:pos:R:3:lowdin_charge:R:1
Ru 0.149 -0.330 0.285 0.985
O 2.171 -0.172 -0.040 -0.223
C 2.944 1.024 -0.315 -0.159
C 3.005 1.957 0.875 -0.142
C 1.626 2.231 1.492 -0.135
C 0.619 2.659 0.462 -0.265
C 0.454 3.999 0.138 0.013
C -0.441 4.367 -0.849 -0.012
C -1.162 3.378 -1.505 -0.019
C -0.955 2.066 -1.145 -0.141
N -0.085 1.708 -0.182 -0.097
H 2.640 -0.851 0.465 0.133
H 2.439 1.482 -1.164 0.130
H 3.932 0.703 -0.640 0.142
H 3.449 2.893 0.525 0.133
H 3.669 1.562 1.645 0.127
H 1.720 3.008 2.250 0.131
H 1.266 1.343 2.016 0.060
H 1.028 4.742 0.674 0.131
H -0.581 5.409 -1.102 0.126
H -1.873 3.613 -2.283 0.123
H -1.489 1.256 -1.623 0.089
Cl -2.279 0.348 1.382 0.638
C -2.004 -0.657 2.821 -0.882
Cl -0.259 -0.751 3.131 0.608
H -2.373 -1.654 2.612 0.042
H -2.488 -0.180 3.664 0.044
O -1.531 -2.179 0.223 -0.475
S -0.340 -2.719 -0.461 0.180
O -0.311 -4.058 -0.908 -0.255
O 0.787 -2.293 0.467 -0.519
S -0.038 -1.200 -1.842 0.489
```

No. 6
Density functional theory data (ωB97M-V/def2-TZVPD) for C9H13N in the gas phase.

- net charge = 0
- LUMO energy (eV) = -0.17
- HOMO level (eV) = -7.90
- multiplicity = 1

Geometry as XYZ:
```
23
Properties=species:S:1:pos:R:3:lowdin_charge:R:1
C 1.413 -0.592 -0.388 -0.041
C 0.709 0.322 0.461 -0.446
C 0.641 -1.748 -0.262 -0.061
C -0.302 -0.178 1.130 0.255
C -1.976 -2.689 -1.154 -0.088
C 0.755 2.542 1.628 -0.063
C 0.808 2.429 -0.949 -0.064
C -1.494 -2.826 0.315 -0.259
C 1.195 1.698 0.356 -0.369
N -0.198 -2.282 0.489 0.029
H 2.246 -0.377 -1.010 0.095
H -1.604 -1.725 -1.546 0.068
H -3.126 -2.729 -1.252 0.095
H -1.668 -3.481 -1.856 0.067
H 0.421 2.015 2.578 0.092
H -0.078 3.159 1.411 0.050
H 1.540 3.171 2.026 0.062
H -0.186 2.333 -1.358 0.068
H 1.373 2.122 -1.813 0.057
H 0.881 3.602 -0.725 0.123
H -1.467 -3.896 0.539 0.114
H -2.149 -2.405 1.011 0.089
H 2.267 1.535 0.369 0.127
```

No. 7
Density functional theory data (ωB97M-V/def2-TZVPD) for a gas-phase ion, C9H13N2O (charge +1).

- SMILES string = C=C1CC=CCN1CC(C)=[N+]=O
- net charge = +1
- LUMO energy (eV) = -5.53
- HOMO level (eV) = -13.54
- multiplicity = 1

Geometry as XYZ:
```
25
Properties=species:S:1:pos:R:3:lowdin_charge:R:1
C -0.684 2.099 -0.908 0.150
C -1.066 0.941 -0.370 -0.248
C -2.525 0.561 -0.336 -0.106
C -2.743 -0.919 -0.383 -0.059
C -1.914 -1.698 0.288 -0.062
C -0.791 -1.039 1.031 -0.101
N -0.167 0.005 0.207 -0.064
C 1.130 0.405 0.653 -0.038
C 2.218 -0.310 -0.221 -0.247
C 3.654 -0.129 0.031 0.003
N 1.653 -1.003 -1.095 0.091
O 0.428 -1.060 -1.213 0.096
H -1.420 2.755 -1.336 0.092
H 0.334 2.441 -0.978 0.078
H -3.043 1.058 -1.154 0.130
H -2.956 0.944 0.598 0.145
H -3.575 -1.298 -0.950 0.120
H -1.990 -2.770 0.326 0.119
H -1.176 -0.558 1.941 0.160
H -0.028 -1.766 1.315 0.145
H 1.304 0.088 1.684 0.155
H 1.287 1.481 0.566 0.137
H 4.242 -0.681 -0.697 0.103
H 3.913 -0.476 1.030 0.101
H 3.917 0.927 -0.030 0.101
```

No. 8
Density functional theory data (ωB97M-V/def2-TZVPD) for 2 unconnected molecules or ions with the total composition C9H13N2O2Se.

- net charge = -1
- LUMO energy (spin up / spin down) (eV) = 2.06 / 2.06
- HOMO level (spin up / spin down) (eV) = -4.38 / -4.38
- multiplicity = 1

Geometry as XYZ:
```
27
Properties=species:S:1:pos:R:3:lowdin_charge:R:1
C -1.219 -1.428 -0.266 -0.217
C -0.641 -0.963 -1.454 -0.074
C 0.657 -0.505 0.283 -0.393
C -2.476 -2.249 -0.063 -0.743
C 1.706 3.124 1.398 -0.117
C -2.761 -2.070 -3.969 -0.525
C 1.887 0.028 0.990 -0.139
C 0.925 2.088 2.172 -0.317
C 1.592 0.771 2.250 -0.263
N -0.327 -1.202 0.731 0.170
N 0.553 -0.352 -1.041 0.040
O -3.062 -2.536 -1.098 -0.054
O -2.751 -2.531 1.107 -0.044
Se -1.219 -0.955 -4.080 0.679
H 1.835 2.773 0.383 0.056
H 2.616 3.294 2.026 0.079
H 1.152 4.135 1.530 0.097
H -3.673 -1.625 -4.148 -0.009
H -2.495 -2.985 -4.538 0.024
H -2.735 -2.333 -2.980 -0.080
H 2.625 -0.762 1.127 0.114
H 2.312 0.630 0.216 0.080
H -0.157 2.117 1.992 0.115
H 0.897 2.338 3.264 0.112
H 2.542 0.877 2.921 0.138
H 1.055 0.099 2.917 0.111
H 1.158 0.224 -1.670 0.157
```

No. 9
Density functional theory data (ωB97M-V/def2-TZVPD) for 2 unconnected molecules or ions with the total composition C9H13N2P.

- net charge = 0
- LUMO energy (spin up / spin down) (eV) = -0.42 / -0.41
- HOMO level (spin up / spin down) (eV) = -7.65 / -7.65
- multiplicity = 1

Geometry as XYZ:
```
25
Properties=species:S:1:pos:R:3:lowdin_charge:R:1
C -0.636 -1.080 1.460 -0.225
C 0.268 -1.380 2.393 -0.201
C -0.392 -0.018 0.566 -0.338
C 1.814 0.258 1.923 -0.632
C -1.484 -0.522 -2.804 -0.120
C -2.039 -0.207 -1.521 -0.019
C -1.969 0.882 -2.474 -0.364
C -3.186 1.420 -3.105 -0.078
C 4.055 -0.180 2.833 -0.114
N 1.438 -0.793 2.523 0.060
N 3.055 0.635 2.187 -0.088
P 0.899 1.105 0.542 0.912
H -1.430 -1.746 1.172 0.078
H -0.019 -2.145 3.070 0.099
H -0.413 -0.602 -2.929 0.108
H -2.034 -1.143 -3.437 0.089
H -2.764 -0.720 -0.986 0.073
H -1.138 1.595 -2.337 0.141
H -2.962 1.888 -4.098 0.095
H -3.520 2.083 -2.374 0.056
H -3.905 0.606 -3.426 0.106
H 5.133 0.145 2.789 0.097
H 3.768 -0.498 3.861 0.084
H 4.158 -1.145 2.407 0.051
H 3.302 1.564 1.764 0.130
```

No. 10
Density functional theory data (ωB97M-V/def2-TZVPD) for C9H13N3 in the gas phase.

- SMILES string = Cc1nc(N)nc2c1CCCC2
- net charge = 0
- LUMO energy (eV) = 0.83
- HOMO level (eV) = -8.18
- multiplicity = 1

Geometry as XYZ:
```
25
Properties=species:S:1:pos:R:3:lowdin_charge:R:1
C 0.703 -2.536 -1.251 -0.084
C 0.020 -1.199 -1.230 -0.250
N -1.354 -1.180 -1.651 0.156
C -2.063 -0.233 -1.334 -0.540
N -3.200 -0.081 -1.931 0.145
N -1.646 0.737 -0.455 0.173
C -0.617 0.709 0.091 -0.366
C 0.361 -0.286 -0.289 -0.094
C 1.652 -0.460 0.586 -0.139
C 1.602 0.554 1.704 -0.274
C 1.047 1.895 1.520 -0.199
C -0.464 1.885 0.900 -0.088
H 0.225 -3.132 -2.101 0.075
H 0.301 -3.131 -0.328 0.100
H 2.025 -2.550 -1.146 0.165
H -3.576 -0.686 -2.565 0.055
H -3.946 0.773 -1.895 0.190
H 2.617 -0.119 0.275 0.091
H 1.511 -1.498 1.214 0.169
H 2.801 0.777 1.742 0.160
H 1.200 0.186 2.544 0.066
H 1.657 2.480 0.808 0.104
H 1.167 2.559 2.410 0.114
H -1.091 1.687 1.843 0.137
H -0.932 2.848 0.537 0.134
```

The records above yield F_max values of 0.064; 0.117; 0.086; 0.028; 0.015; 0.081; 0.024; 0.068; 0.084; 0.265 Eh/bohr, respectively.
The records above yield total energy values of -31194.184; -31886.418; -79582.689; -231956.329; -68514.080; -11026.643; -14560.504; -81963.581; -21806.199; -14009.652 eV, respectively.
The records above yield energy above the lowest of the compared OMol25 structures with the same formula, charge and spin values of 377.8; 0.0; 112.3; 9.9; 4.8; 543.4; 520.6; 0.0; 375.1; 343.5 kJ/mol, respectively.